13
Properties=species:S:1:pos:R:3 method="wB97M-V/def2-TZVPD" orbital_gap_ev=10.224 e_tot_ha=-232.3792 lumo_energy_ev=0.98 smiles="CCCC=O" total_charge=0 de_lowest_kcal_mol=41.7 e_homo_ev=-9.25 multiplicity=1
C -1.752 0.111 0.277
C -0.426 -0.286 -0.342
C 0.792 0.059 0.471
C 2.068 0.058 -0.589
O 2.019 0.475 -1.719
H -1.761 1.185 0.497
H -1.933 -0.424 1.215
H -2.579 -0.104 -0.407
H -0.412 -1.363 -0.563
H -0.281 0.227 -1.298
H 0.782 1.081 0.879
H 0.890 -0.609 1.374
H 2.595 -0.411 0.205